C40H49N3O3PRuS3 as an isolated structure. Source: OMol25; level of theory: ωB97M-V/def2-TZVPD.

Cartesian coordinates (Å):
Ru  0.006  -0.501  0.125
O  -0.409  -1.930  1.536
N  -0.616  -3.203  1.147
C  -0.421  -4.170  2.073
C  -0.628  -5.481  1.770
C  -1.035  -5.812  0.466
C  -1.226  -4.816  -0.452
C  -1.028  -3.461  -0.108
S  -1.281  -2.172  -1.187
H  -0.104  -3.805  3.038
H  -0.479  -6.234  2.530
H  -1.199  -6.844  0.189
H  -1.538  -5.026  -1.466
O  -1.017  1.108  1.354
S  -1.903  2.031  2.149
C  -2.742  2.950  0.838
C  -1.648  3.575  -0.029
C  -2.127  3.942  -1.446
C  -1.131  3.509  -2.524
S  -0.963  1.714  -2.779
O  -0.344  1.165  -1.516
C  -2.698  1.313  -2.755
C  -3.525  1.829  -3.750
C  -4.880  1.555  -3.706
C  -5.397  0.756  -2.688
C  -4.556  0.221  -1.727
C  -3.193  0.499  -1.754
C  -3.278  1.064  2.722
C  -3.452  -0.220  2.224
C  -4.508  -0.982  2.706
C  -5.355  -0.468  3.679
C  -5.159  0.815  4.176
C  -4.112  1.589  3.700
H  -3.420  3.670  1.301
H  -3.308  2.206  0.275
H  -0.867  2.825  -0.118
H  -1.208  4.442  0.470
H  -2.281  5.019  -1.532
H  -3.092  3.476  -1.648
H  -0.114  3.830  -2.286
H  -1.389  3.901  -3.511
H  -3.119  2.443  -4.546
H  -5.536  1.963  -4.463
H  -6.459  0.550  -2.654
H  -4.953  -0.417  -0.948
H  -2.525  0.091  -1.009
H  -2.756  -0.622  1.497
H  -4.662  -1.983  2.325
H  -6.165  -1.074  4.064
H  -5.817  1.208  4.940
H  -3.944  2.588  4.088
C  2.769  -1.141  2.583
P  1.816  0.055  1.603
C  3.056  0.956  0.607
C  4.389  0.577  0.508
C  5.254  1.251  -0.353
C  4.792  2.313  -1.110
C  3.456  2.699  -1.017
C  2.594  2.018  -0.175
C  1.396  1.259  2.920
C  1.877  2.559  3.007
C  1.469  3.388  4.050
C  0.596  2.920  5.018
C  0.104  1.621  4.933
C  0.495  0.803  3.887
H  3.615  -0.628  3.038
H  3.115  -1.978  1.982
H  2.119  -1.526  3.367
H  4.769  -0.252  1.093
H  6.290  0.944  -0.423
H  5.466  2.845  -1.769
H  3.089  3.522  -1.618
H  1.546  2.295  -0.125
H  2.575  2.935  2.271
H  1.849  4.400  4.106
H  0.297  3.563  5.837
H  -0.587  1.250  5.680
H  0.080  -0.198  3.802
C  3.819  -3.901  -3.582
C  4.268  -2.825  -2.600
N  3.280  -1.773  -2.372
C  3.210  -0.675  -3.333
C  2.129  -0.848  -4.397
C  2.364  -1.847  -1.379
C  2.421  -3.005  -0.428
N  1.439  -0.958  -1.213
H  4.547  -4.712  -3.607
H  3.728  -3.503  -4.593
H  2.851  -4.315  -3.293
H  5.171  -2.341  -2.973
H  4.532  -3.277  -1.647
H  4.190  -0.600  -3.803
H  3.060  0.258  -2.783
H  2.322  -1.723  -5.015
H  2.108  0.027  -5.049
H  1.141  -0.967  -3.947
H  3.365  -3.017  0.117
H  2.323  -3.953  -0.958
H  1.602  -2.905  0.277
H  1.403  -0.217  -1.902

Summary:
- Charge: +1
- Frontier orbital gap (alpha / beta): 7.4 / 7.4 eV
- E_LUMO (alpha / beta): -0.0589 / -0.0589 Eh
- 2S+1: 1

Atomic partial charges in e from the Löwdin method, atoms 1 to 2: 0.7968 -0.3337

=====

C21H32N4O5S in the gas phase. Source: OMol25; level of theory: ωB97M-V/def2-TZVPD.

Cartesian coordinates (Å):
C  7.150  0.580  0.938
C  5.979  0.392  -0.019
C  4.727  -0.093  0.709
H  4.456  0.624  1.486
H  4.938  -1.045  1.203
C  3.553  -0.282  -0.256
N  2.360  -0.749  0.417
C  1.446  0.036  1.010
O  0.401  -0.418  1.457
C  1.745  1.520  1.218
N  0.552  2.259  0.858
S  0.096  2.130  -0.753
O  0.749  0.973  -1.298
O  0.282  3.383  -1.431
C  -1.651  1.802  -0.600
C  -2.013  0.596  -0.044
C  -3.358  0.277  0.124
C  -4.337  1.206  -0.286
C  -3.936  2.419  -0.854
C  -2.597  2.719  -1.013
H  -2.276  3.648  -1.456
H  -4.673  3.135  -1.174
N  -5.675  0.899  -0.114
C  -6.101  -0.280  0.450
O  -7.277  -0.526  0.603
C  -5.046  -1.278  0.874
O  -5.369  -2.340  1.359
N  -3.735  -0.928  0.682
C  -2.718  -1.887  1.072
H  -2.179  -2.243  0.194
H  -3.231  -2.723  1.546
H  -2.011  -1.441  1.770
C  -6.698  1.839  -0.528
H  -6.636  2.025  -1.601
H  -6.604  2.776  0.020
H  -7.660  1.382  -0.297
H  -1.229  -0.065  0.282
C  0.434  3.592  1.393
H  1.265  4.238  1.089
H  -0.492  4.018  1.013
H  0.387  3.542  2.482
H  1.916  1.666  2.289
H  2.619  1.875  0.664
C  2.007  -2.147  0.236
C  1.281  -2.380  -1.091
C  0.627  -3.758  -1.145
C  -0.127  -3.970  -2.452
H  -0.895  -3.209  -2.575
H  0.552  -3.906  -3.299
H  -0.603  -4.947  -2.466
H  -0.063  -3.862  -0.305
H  1.394  -4.529  -1.038
H  0.527  -1.600  -1.205
H  1.981  -2.275  -1.922
H  2.918  -2.748  0.297
H  1.347  -2.422  1.062
H  3.336  0.642  -0.798
H  3.824  -1.031  -1.003
H  5.761  1.338  -0.518
H  6.252  -0.332  -0.789
H  8.030  0.924  0.401
H  6.905  1.314  1.702
H  7.395  -0.358  1.431

Summary:
- SMILES: CCCCN(CCCC)C(=O)CN(C)S(=O)(=O)c1ccc2c(c1)n(C)c(=O)c(=O)n2C
- Charge: 0
- Frontier orbital gap: 8.8 eV
- E_LUMO: 0.0104 Eh
- 2S+1: 1

Atomic partial charges in e from the natural (NBO) method, atoms 1 to 2: -0.5983 -0.3944

=====

C27H21N9O5Zn as an isolated structure. Source: OMol25; level of theory: ωB97M-V/def2-TZVPD.

Cartesian coordinates (Å):
Zn  0.019  0.269  -0.170
O  3.330  -1.797  1.459
C  2.222  -1.224  1.081
O  2.009  -0.767  -0.031
C  1.175  -1.138  2.148
C  1.318  -1.551  3.463
C  0.245  -1.360  4.322
C  -0.925  -0.775  3.848
C  -0.977  -0.386  2.518
N  0.059  -0.570  1.708
C  -2.111  0.315  1.802
O  -3.215  0.612  2.428
O  -1.972  0.603  0.628
H  3.981  -1.859  0.740
H  2.237  -2.011  3.799
H  0.313  -1.656  5.360
H  -1.762  -0.647  4.521
H  -3.258  0.340  3.353
C  2.941  4.640  1.405
N  1.857  3.793  0.922
C  1.868  2.486  0.686
N  0.676  2.119  0.221
C  -0.038  3.288  0.203
N  0.657  4.311  0.614
C  4.193  4.558  0.556
C  5.411  4.926  1.118
C  6.566  4.921  0.351
C  6.530  4.524  -0.974
C  5.318  4.134  -1.536
C  4.150  4.168  -0.773
C  5.271  3.662  -2.910
N  6.230  3.635  -3.778
N  5.737  3.056  -4.906
C  4.500  2.753  -4.673
O  4.137  3.111  -3.413
C  3.558  2.075  -5.546
C  3.984  1.555  -6.767
C  3.083  0.871  -7.563
C  1.767  0.698  -7.154
C  1.336  1.232  -5.948
C  -0.104  1.081  -5.505
N  -0.196  0.414  -4.210
C  -0.234  0.956  -3.002
N  -0.220  -0.017  -2.092
C  -0.159  -1.162  -2.840
N  -0.142  -0.924  -4.120
C  2.234  1.923  -5.148
H  3.171  4.365  2.435
H  2.545  5.654  1.410
H  2.723  1.846  0.826
H  -1.064  3.362  -0.119
H  5.459  5.231  2.157
H  7.504  5.221  0.797
H  7.424  4.506  -1.584
H  3.216  3.895  -1.250
H  5.013  1.694  -7.069
H  3.407  0.457  -8.508
H  1.076  0.148  -7.781
H  -0.658  0.481  -6.221
H  -0.580  2.057  -5.413
H  -0.304  2.013  -2.800
H  -0.142  -2.156  -2.428
H  1.919  2.354  -4.204

Summary:
- Charge: +2
- Frontier orbital gap: 5.6 eV
- E_LUMO: -0.2632 Eh
- 2S+1: 1

Atomic partial charges in e from the natural (NBO) method, atoms 1 to 2: 1.6999 -0.6139

=====

C20H52BeF3NO18S5 as an isolated structure. Source: OMol25; level of theory: ωB97M-V/def2-TZVPD.

Cartesian coordinates (Å):
Be  -1.959  -1.634  3.569
N  -2.265  -3.714  0.945
H  -1.740  -4.061  1.735
H  -3.215  -3.746  1.287
H  -2.191  -4.325  0.145
H  -1.984  -2.772  0.711
C  -0.249  -1.117  -0.071
O  -1.235  -1.150  0.928
H  -0.006  -2.094  -0.488
H  -0.604  -0.407  -0.819
H  0.727  -0.905  0.367
O  2.775  -0.088  5.941
S  3.849  0.508  5.166
O  5.007  -0.244  4.637
O  3.212  1.490  3.994
C  1.769  1.702  4.056
C  1.124  1.508  2.704
C  4.649  1.761  6.242
H  1.513  2.743  4.253
H  1.286  1.135  4.851
H  1.456  0.565  2.270
H  1.364  2.205  1.902
H  0.055  1.490  2.918
H  5.529  2.133  5.718
H  5.062  1.037  6.944
H  3.882  2.443  6.609
O  4.720  -5.264  3.352
S  5.081  -3.882  3.254
O  6.412  -3.395  3.765
O  5.031  -3.434  1.589
C  5.579  -2.203  1.214
C  4.652  -1.469  0.252
C  3.633  -2.894  3.928
H  6.524  -2.414  0.714
H  5.958  -1.582  2.027
H  4.819  -0.394  0.320
H  3.635  -1.439  0.642
H  4.743  -1.631  -0.822
H  2.779  -3.560  3.809
H  3.461  -2.120  3.180
H  3.779  -2.567  4.958
O  -0.151  1.259  -2.973
S  1.210  1.738  -2.680
O  2.379  0.878  -2.879
O  1.549  3.164  -3.501
C  0.459  3.766  -4.264
C  0.433  3.171  -5.622
C  1.206  2.380  -0.956
H  0.610  4.842  -4.353
H  -0.518  3.645  -3.796
H  1.441  3.105  -6.032
H  -0.239  3.727  -6.276
H  0.111  2.133  -5.702
H  1.376  1.495  -0.342
H  0.186  2.719  -0.769
H  2.063  3.050  -0.897
O  -5.529  -0.492  -4.240
S  -4.338  0.355  -4.401
O  -3.490  0.143  -5.526
O  -4.815  1.969  -4.461
C  -6.097  2.260  -3.979
C  -6.558  3.685  -4.201
C  -3.361  0.456  -2.848
H  -6.216  2.067  -2.913
H  -6.771  1.538  -4.440
H  -7.550  3.830  -3.774
H  -6.629  4.045  -5.227
H  -6.035  4.395  -3.560
H  -2.707  1.291  -3.097
H  -2.836  -0.483  -2.672
H  -4.016  0.773  -2.036
O  -5.344  1.856  1.357
S  -4.462  2.730  0.506
O  -4.510  2.679  -0.930
O  -4.832  4.340  0.893
C  -4.689  5.467  0.010
C  -5.234  6.730  0.637
C  -2.710  2.549  1.090
H  -5.200  5.232  -0.924
H  -3.635  5.531  -0.260
H  -6.318  6.834  0.688
H  -4.845  7.640  0.179
H  -5.004  6.646  1.699
H  -2.243  3.221  0.369
H  -2.539  1.474  1.033
H  -2.742  2.834  2.141
C  1.394  -4.439  0.315
C  2.625  -5.245  -0.067
O  2.442  -6.241  -1.080
C  2.579  -7.540  -0.773
O  2.710  -8.047  0.326
C  2.396  -8.379  -2.007
F  3.355  -9.261  -2.182
F  1.347  -9.114  -1.870
F  2.145  -7.701  -3.137
H  0.670  -5.019  0.887
H  0.772  -4.033  -0.482
H  1.697  -3.514  0.806
H  2.950  -5.785  0.822
H  3.439  -4.566  -0.321

Summary:
- Charge: +3
- Frontier orbital gap (alpha / beta): 3.6 / 3.0 eV
- E_LUMO (alpha / beta): -0.4770 / -0.4852 Eh
- 2S+1: 2

Atomic partial charges in e from the Löwdin method, atoms 1 to 2: 0.5390 0.3120

=====

Strongest force on any atom, record by record: 0.03650, 0.01841, 0.01641, 0.11957 Eh/bohr